{"formula": "C43H75N5O7P2S", "method": "ωB97M-V/def2-TZVPD", "species": ["C", "C", "O", "C", "C", "C", "C", "C", "C", "C", "N", "C", "C", "C", "O", "C", "P", "C", "C", "C", "C", "C", "C", "C", "P", "S", "C", "O", "N", "C", "C", "C", "N", "O", "C", "O", "H", "H", "H", "H", "H", "H", "H", "H", "H", "H", "H", "H", "H", "H", "H", "H", "H", "H", "H", "H", "H", "H", "H", "H", "H", "H", "H", "H", "H", "H", "H", "H", "H", "H", "H", "H", "H", "H", "H", "C", "C", "C", "C", "C", "C", "N", "O", "C", "C", "C", "H", "H", "H", "H", "H", "H", "H", "H", "H", "H", "H", "H", "H", "H", "H", "H", "H", "H", "C", "C", "C", "C", "C", "C", "N", "O", "C", "C", "C", "H", "H", "H", "H", "H", "H", "H", "H", "H", "H", "H", "H", "H", "H", "H", "H", "H", "H"], "positions_angstrom": [[3.533, -1.061, 5.330], [3.976, 0.420, 4.886], [2.798, 1.257, 4.894], [2.543, 1.910, 3.640], [1.146, 1.443, 2.953], [1.111, 1.014, 1.430], [2.406, 0.982, 0.498], [3.502, -0.107, 0.919], [2.939, -1.608, 1.057], [4.064, -2.453, 1.845], [3.944, -3.932, 1.694], [4.329, -4.384, 0.324], [2.640, -4.440, 2.114], [1.915, -5.722, 1.438], [2.076, -3.858, 3.085], [-0.260, 0.582, 0.775], [-0.397, 0.009, -1.008], [-0.287, -1.866, -1.192], [-1.494, -2.676, -0.477], [-1.860, 0.766, -1.926], [-2.876, -0.326, -2.567], [-1.497, 0.621, 1.702], [-1.515, 1.038, 3.201], [-0.163, 1.441, 3.824], [-0.187, 1.905, 5.669], [-0.073, 0.194, 6.653], [-2.983, 0.938, 3.801], [-3.514, 1.435, 4.810], [-3.676, 0.091, 2.787], [-3.604, -1.382, 3.101], [-5.073, -1.988, 3.329], [-5.123, -3.449, 2.639], [-4.074, -4.461, 2.810], [-6.109, -3.782, 1.914], [-3.021, 0.242, 1.476], [-3.721, 0.090, 0.452], [3.294, -1.116, 6.452], [4.329, -1.861, 5.134], [2.555, -1.333, 4.791], [4.607, 0.462, 3.940], [4.657, 0.811, 5.738], [3.390, 1.880, 2.882], [2.378, 3.031, 3.884], [2.917, 2.016, 0.608], [2.180, 0.876, -0.617], [4.093, 0.156, 1.860], [4.278, -0.137, 0.061], [1.915, -1.669, 1.567], [2.895, -2.047, -0.009], [4.111, -2.127, 2.935], [5.069, -2.158, 1.359], [5.239, -3.801, -0.077], [4.665, -5.487, 0.339], [3.438, -4.294, -0.399], [2.420, -6.673, 1.813], [0.813, -5.667, 1.773], [1.898, -5.652, 0.290], [-0.129, -2.197, -2.283], [0.678, -2.191, -0.642], [-2.141, -3.119, -1.308], [-1.032, -3.457, 0.216], [-2.132, -1.988, 0.168], [-1.522, 1.417, -2.819], [-2.438, 1.483, -1.233], [-2.302, -0.970, -3.327], [-3.312, -1.043, -1.799], [-3.774, 0.177, -3.089], [-1.504, 2.411, 5.926], [0.872, 2.790, 6.042], [-2.913, -1.495, 4.007], [-3.129, -1.892, 2.179], [-5.910, -1.387, 2.838], [-5.324, -2.061, 4.454], [-3.972, -4.989, 1.930], [-3.151, -4.034, 2.985], [-8.106, -0.936, -7.317], [-6.723, -1.548, -6.978], [-6.771, -3.080, -7.164], [-7.535, -3.801, -6.059], [-7.007, -3.406, -4.684], [-6.966, -1.880, -4.463], [-6.317, -1.149, -5.594], [-4.975, -1.340, -5.487], [-8.401, -1.345, -4.244], [-6.273, -1.604, -3.103], [-5.784, -0.954, -8.061], [-8.215, 0.062, -6.882], [-8.238, -0.825, -8.397], [-8.942, -1.553, -6.989], [-5.751, -3.483, -7.199], [-7.224, -3.325, -8.131], [-8.607, -3.590, -6.130], [-7.432, -4.883, -6.192], [-7.624, -3.881, -3.914], [-6.001, -3.827, -4.567], [-8.408, -0.252, -4.191], [-8.816, -1.717, -3.303], [-9.109, -1.655, -5.010], [-5.267, -2.027, -3.048], [-6.837, -2.052, -2.280], [-6.204, -0.529, -2.907], [-5.716, 0.134, -7.969], [-6.161, -1.179, -9.063], [-4.774, -1.368, -8.018], [8.203, 3.906, 1.018], [6.720, 3.844, 0.577], [6.522, 4.685, -0.702], [6.546, 6.189, -0.449], [5.559, 6.570, 0.647], [5.744, 5.758, 1.946], [5.836, 4.288, 1.697], [4.579, 3.837, 1.426], [7.007, 6.245, 2.693], [4.591, 6.125, 2.918], [6.504, 2.352, 0.222], [8.318, 3.625, 2.069], [8.820, 3.213, 0.438], [8.657, 4.885, 0.867], [5.564, 4.429, -1.172], [7.294, 4.433, -1.438], [7.556, 6.519, -0.185], [6.288, 6.718, -1.372], [5.653, 7.641, 0.857], [4.542, 6.427, 0.260], [7.218, 5.614, 3.562], [6.871, 7.266, 3.063], [7.900, 6.283, 2.073], [3.603, 5.944, 2.488], [4.624, 7.188, 3.173], [4.668, 5.560, 3.852], [6.634, 1.715, 1.102], [7.226, 2.025, -0.532], [5.515, 2.160, -0.202]], "gap_ha": 0.245, "total_energy_ha": -3564.349641, "spin_multiplicity": 3}